Molecular formula: C36H28F12N2O2S3SeTc
Method: DFT, ωB97M-V with the def2-TZVPD basis set

## Properties
- Strongest force on any atom: 1.204 eV/A
- E_LUMO: 1.861 eV

```
! RIJCOSX wB97M-V def2-TZVPD def2/J DEFGRID3
* xyz -1 1
Tc -0.741 -0.291 -1.457
C -3.377 -4.733 3.494
C -2.517 -4.000 2.494
C -1.134 -4.123 2.472
C -0.366 -3.415 1.569
C -0.925 -2.519 0.631
N -0.115 -1.693 -0.131
C 1.280 -1.762 0.042
C 1.860 -1.503 1.287
C 3.225 -1.580 1.477
C 4.070 -1.900 0.419
C 5.566 -1.950 0.603
C 3.498 -2.125 -0.824
C 2.122 -2.052 -1.039
C 1.486 -2.223 -2.430
O 0.478 -1.319 -2.677
C 2.526 -1.968 -3.573
F 3.227 -0.846 -3.338
F 3.421 -2.971 -3.699
F 1.928 -1.815 -4.749
C 0.957 -3.689 -2.602
F -0.121 -3.922 -1.864
F 1.892 -4.589 -2.239
F 0.626 -3.947 -3.874
C -2.332 -2.542 0.532
C -3.078 -3.223 1.495
C -3.103 -1.929 -0.638
O -2.377 -1.333 -1.638
C -4.156 -0.873 -0.110
F -5.351 -1.422 0.192
F -3.723 -0.262 1.003
F -4.385 0.079 -1.015
C -3.847 -3.069 -1.422
F -4.704 -3.814 -0.702
F -4.552 -2.551 -2.436
F -2.946 -3.908 -1.933
H -2.807 -4.985 4.391
H -3.770 -5.666 3.080
H -4.233 -4.127 3.799
H -0.637 -4.781 3.180
H 0.706 -3.548 1.591
H 1.204 -1.262 2.117
H 3.642 -1.380 2.461
H 5.832 -2.361 1.579
H 6.003 -0.950 0.538
H 6.036 -2.565 -0.165
H 4.158 -2.371 -1.646
H -4.158 -3.164 1.451
S -0.406 1.966 -5.990
C -0.282 1.440 -4.433
S -1.528 0.679 -3.561
S 1.331 1.839 -3.820
C 1.161 6.418 1.804
C 1.220 5.205 0.914
C 0.339 5.045 -0.140
C 0.349 3.922 -0.970
C -0.688 3.850 -2.057
C 1.304 2.933 -0.715
Se 1.492 1.276 -1.702
C 2.214 3.067 0.349
C 3.233 2.003 0.682
C 2.151 4.201 1.144
H 0.570 7.212 1.347
H 2.161 6.808 2.002
H 0.706 6.176 2.769
H -0.410 5.810 -0.326
H -1.525 4.503 -1.806
H -1.065 2.841 -2.192
H -0.283 4.172 -3.019
H 2.759 1.040 0.876
H 3.800 2.284 1.571
H 3.935 1.843 -0.140
H 2.843 4.293 1.976
N -1.265 0.933 -0.399
C -1.539 1.816 0.630
C -0.694 1.870 1.737
C -0.969 2.750 2.770
C -2.083 3.580 2.704
C -2.923 3.520 1.597
C -2.658 2.642 0.559
H 0.172 1.217 1.761
H -0.309 2.792 3.628
H -2.299 4.265 3.514
H -3.795 4.162 1.542
H -3.307 2.574 -0.306
*
```

=====

Molecular formula: C23H44Cl3MgN8O2Si
Method: DFT, ωB97M-V with the def2-TZVPD basis set

## Properties
- Strongest force on any atom: 4.296 eV/A
- E_LUMO: -4.332 eV

```
! RIJCOSX wB97M-V def2-TZVPD def2/J DEFGRID3
* xyz 1 1
Mg 0.476 -0.083 1.005
N -0.163 4.178 -1.375
C -1.230 4.336 -2.384
C -2.501 3.579 -1.982
C -2.463 2.052 -2.128
N -1.700 1.387 -1.032
C -1.886 1.668 -3.493
C -0.549 2.336 -3.806
N 0.511 1.924 -2.851
C -0.733 3.849 -3.750
H -0.546 4.106 -0.441
H 0.483 4.957 -1.407
H 0.550 2.655 -2.115
H -1.498 5.392 -2.481
H -3.305 3.947 -2.622
H -2.768 3.842 -0.953
H -3.505 1.705 -2.124
H -1.716 0.377 -1.172
H -2.195 1.541 -0.159
H -2.589 1.976 -4.270
H -1.795 0.591 -3.552
H -0.210 2.034 -4.796
H 1.426 1.809 -3.294
H 0.347 1.051 -2.315
H -1.482 4.111 -4.499
H 0.193 4.365 -4.021
O -0.121 -1.089 -0.402
N 1.263 -0.447 -0.662
C 2.805 -0.750 5.033
C 2.876 -0.107 3.689
N 0.399 0.004 3.334
C -0.274 -1.103 3.933
N -1.005 -1.773 3.156
C -1.392 -3.112 3.590
C -0.230 -3.747 4.336
C 0.106 -2.876 5.528
N 0.278 -1.463 5.129
C 1.357 -0.729 5.720
H 3.500 -0.325 5.759
H 3.065 -1.803 4.870
H 2.851 1.555 2.663
H 1.559 1.421 4.454
H 1.907 0.441 1.820
H -1.641 -3.675 2.693
H -2.288 -3.067 4.216
H 0.629 -3.839 3.668
H -0.493 -4.749 4.675
H 1.026 -3.207 6.012
H -0.705 -2.944 6.260
H 1.426 -1.069 6.752
H 1.061 0.323 5.737
C -0.754 -2.138 -3.429
N -0.046 -3.364 -3.217
C 0.477 -3.886 -4.461
C 0.907 -3.315 -2.106
C 2.033 -2.295 -2.239
C 3.082 -2.637 -3.097
C 4.172 -1.827 -3.360
C 4.252 -0.611 -2.698
C 3.252 -0.238 -1.826
C 2.107 -1.043 -1.567
H -1.662 -2.326 -4.009
H -0.141 -1.403 -3.987
H -1.013 -1.710 -2.461
H -0.350 -4.033 -5.159
H 0.951 -4.854 -4.292
H 1.206 -3.216 -4.945
H 1.349 -4.313 -2.053
H 0.352 -3.127 -1.194
H 3.039 -3.612 -3.569
H 4.946 -2.144 -4.045
H 5.102 0.043 -2.850
H 3.349 0.685 -1.258
C -1.765 2.411 2.699
O -0.604 2.629 1.843
H -1.531 1.748 3.532
H -2.531 1.944 2.087
H -2.112 3.368 3.082
Cl 0.765 4.041 4.166
Si 0.832 2.797 2.581
Cl 2.281 3.406 1.291
Cl 1.668 0.847 3.148
*
```

=====

Molecular formula: C11H26FNO7P2
Method: DFT, ωB97M-V with the def2-TZVPD basis set

## Properties
- Strongest force on any atom: 1.885 eV/A
- E_LUMO: 0.581 eV

```
! RIJCOSX wB97M-V def2-TZVPD def2/J DEFGRID3
* xyz 0 1
C 2.891 -0.472 1.857
C 2.356 -1.351 0.728
F 2.021 -0.615 -0.406
C 1.182 -2.201 1.100
O 0.162 -1.429 1.750
P -1.132 -2.267 2.071
O -1.540 -3.106 0.963
O -0.803 -3.200 3.311
O -2.270 -1.327 2.563
P -3.299 -0.776 1.323
N -4.347 0.199 2.239
O -4.321 -1.970 0.916
H 2.750 -0.887 2.847
H 2.446 0.526 1.847
H 3.947 -0.311 1.668
H 3.152 -2.033 0.437
H 0.797 -2.649 0.188
H 1.503 -3.027 1.738
H -0.254 -3.921 2.961
H -3.825 0.775 2.890
H -4.876 0.776 1.598
H -4.161 -2.099 -0.034
C 1.294 4.690 1.265
C 0.663 3.934 0.099
C 0.686 2.501 0.612
O 0.558 2.577 2.037
C 0.742 3.929 2.463
H 1.048 5.750 1.288
H 2.381 4.592 1.226
H -0.368 4.264 -0.046
H 1.195 4.055 -0.843
H 1.631 2.000 0.383
H -0.128 1.900 0.205
H -0.232 4.327 2.768
H 1.410 3.951 3.325
C 0.537 -1.156 -4.503
C 0.096 -2.313 -3.613
C -0.786 -1.602 -2.597
O -1.372 -0.485 -3.277
C -0.715 -0.291 -4.531
H 0.862 -1.464 -5.496
H 1.358 -0.614 -4.027
H -0.497 -3.025 -4.193
H 0.921 -2.854 -3.152
H -0.197 -1.220 -1.757
H -1.575 -2.244 -2.202
H -1.397 -0.607 -5.328
H -0.494 0.769 -4.664
*
```

=====

Molecular formula: C3H11NS
Method: DFT, ωB97M-V with the def2-TZVPD basis set

## Properties
- Strongest force on any atom: 1.190 eV/A
- E_LUMO: -0.314 eV

```
! RIJCOSX wB97M-V def2-TZVPD def2/J DEFGRID3
* xyz 0 1
C -2.564 -2.082 0.366
S -0.947 -1.232 0.242
H -2.425 -3.013 0.930
H -2.941 -2.268 -0.634
H -3.310 -1.513 0.927
C 0.604 0.998 -1.347
N 1.293 1.459 -0.105
C 1.463 0.439 1.024
H 0.903 1.660 -2.166
H -0.471 1.061 -1.274
H 0.886 -0.027 -1.560
H 2.219 1.778 -0.365
H 0.764 2.226 0.301
H 1.514 -0.549 0.567
H 2.444 0.608 1.457
H 0.567 0.455 1.638
*
```